(1)
ORCA calculation (ωB97M-V/def2-TZVPD) on a gas-phase ion, C6H8IN2 (charge +1).

For the strongest force on any atom, the calculation gives 3.87 eV/A. As for the net charge: +1. As for the structure (SMILES): ICC/C=[N+]1\C=CN=C1. The HOMO-LUMO gap is 7.42 eV.

Cartesian coordinates (Å):
C -1.66592 0.26016 2.11692
N -2.06229 -1.04979 1.87956
H 1.61637 1.31498 0.04262
H 2.62629 0.25801 -0.83338
I 0.55278 2.57743 -2.81979
C 0.79319 0.58162 -2.05708
C 0.77312 -0.65640 -0.06147
H -2.42510 0.73226 2.74166
H 1.00849 -1.65388 -0.42783
C 1.60683 0.43540 -0.62871
N -0.23895 -0.65405 0.72767
H -0.10525 0.19956 -1.82393
C -1.35235 -1.65952 1.10057
H -1.40312 -2.54854 0.51234
H 1.10320 -0.06941 -2.85967
H -0.16744 1.38463 1.04018
C -0.65986 0.54752 1.35035

(2)
ORCA calculation (ωB97M-V/def2-TZVPD) on a molecular structure, C12H22FeN2O3Si.

For the strongest force on any atom, the calculation gives 1.44 eV/A. Its multiplicity is 5. The HOMO-LUMO gap (alpha / beta) is 8.38 / 7.85 eV.

Cartesian coordinates (Å):
H -0.62480 5.02142 -0.14838
H 0.82465 3.44356 -1.15990
C 1.64938 0.77094 -0.79219
H -3.40005 -3.74153 -0.00400
C -0.85024 4.24157 0.57770
H -2.29443 -0.39717 -2.48602
H -2.60413 -4.48492 -1.39622
H -0.16318 -3.21525 -2.69850
C -0.75149 2.86503 -0.02075
C 0.00241 -2.58135 -1.82307
H 3.08039 1.03082 -2.36690
H 0.71937 1.48527 -2.59541
H 0.46877 -1.65237 -2.16633
H 4.93341 0.01960 -1.04122
C 3.66923 -0.33747 0.66057
H -1.80617 -4.47592 0.18180
Fe -0.72316 0.16627 1.43161
H 0.64582 0.31993 4.97258
O -0.50004 0.44233 3.27034
C -2.43537 -3.89195 -0.49364
O -1.47320 1.94226 0.35200
N 0.16393 2.70191 -0.99774
H 0.71842 -3.08790 -1.17034
O -1.35340 -1.35657 0.39809
H -3.71165 -1.08695 -1.69586
C -2.74610 -1.33281 -2.14416
C -0.40406 0.33128 4.64258
H 4.43657 -0.80030 1.26431
Si -1.62651 -2.23278 -0.90132
C 2.90957 0.67477 -1.35947
H -2.93163 -1.95504 -3.02417
H 2.12046 -0.51381 2.15510
C 3.94000 0.10948 -0.62262
H -0.38655 0.75223 -1.40971
H -0.89643 1.17202 5.15123
C 0.49121 1.38693 -1.53573
H -1.85358 4.37689 0.97142
H -0.14341 4.31478 1.40590
C 2.38534 -0.18958 1.15535
H -0.87285 -0.59211 5.01104
N 1.39344 0.35652 0.45202

(3)
ORCA calculation (ωB97M-V/def2-TZVPD) on a molecular structure, C57H50NO2PRh.

For the strongest force on any atom, the calculation gives 0.60 eV/A. As for the net charge: -1. Its multiplicity is 5. The HOMO-LUMO gap (alpha / beta) is 5.81 / 6.64 eV.

Cartesian coordinates (Å):
C -0.17972 4.23307 -0.15870
H -2.50927 -5.65585 4.75605
H -2.61436 1.41687 -5.14889
C -1.91225 -1.34743 -2.28915
H -3.78111 3.66477 -2.42125
H 1.91403 -2.48855 2.97592
H 4.20775 -1.35242 -4.26360
H 5.09530 -0.15331 2.66288
O 1.04251 -0.30342 -2.23042
C 1.98511 3.65506 0.67347
C 4.73931 -0.07078 -2.11866
H 4.69540 -1.58920 0.66082
H -1.89531 -0.49786 -2.96289
H -1.80168 -0.57570 3.92514
C -1.32429 -1.21824 -1.02258
C -2.92603 4.25216 4.18259
H 0.32068 -4.39298 -4.45713
H -0.61569 3.03013 -5.27443
H -4.90632 -5.24070 4.28580
C 2.30318 -0.86508 -2.18789
C 0.37601 5.23619 -0.93110
C -2.16872 -3.17474 2.44853
H 0.12918 0.83840 2.93328
C -3.03156 4.14228 -3.05633
C 3.02010 1.49102 -2.70948
H -5.54866 -3.51407 2.63401
H 4.07848 -3.05389 -6.02264
C 2.48070 -1.67899 -0.86235
C 2.54961 4.66631 -0.10140
C -3.29029 3.12638 3.45609
C -1.65221 4.78448 4.02445
H 6.75041 0.67390 -2.13572
H 3.22959 1.29781 3.44354
C 3.93414 -0.90930 1.01893
C 3.35894 -2.02160 -4.28289
Rh 0.08768 0.46618 -0.70701
H 3.62248 4.82037 -0.07613
H -3.81024 -2.22094 1.45061
C -0.11566 2.34765 1.48164
H 0.23657 4.62149 3.01772
H 1.54103 -2.22015 -0.73592
C 1.15610 -0.45432 5.58732
C -0.01654 -1.61698 3.33642
H -3.53760 4.81820 -3.75647
C -0.75200 4.19166 3.14899
C 1.75034 5.45914 -0.90641
H 2.94428 -1.48084 4.98854
C 1.18181 -3.73399 -4.41219
H -1.70245 4.42965 -5.44166
C -1.82449 -4.14818 3.39256
C 3.38773 0.20572 -2.32969
O -0.84264 1.48724 0.66226
H -1.24684 4.04589 -0.18855
C -0.76018 -0.77538 4.16525
C -2.47333 -2.54081 -2.72295
H 5.04415 -1.06993 -1.82226
C 3.28423 -2.98699 -5.28632
C -1.50802 2.22430 -2.84142
H -2.37215 4.73323 -2.41647
H -0.76396 0.45776 5.92102
C -3.52464 -2.96580 2.18468
P -0.86312 -2.17431 1.62932
H 1.61335 -0.00124 6.45910
H 2.19112 6.24064 -1.51534
H 0.43784 -2.65400 -2.71275
C -0.91403 1.53438 -2.03807
C -1.19708 3.77252 -4.72384
H -2.65660 1.66561 1.98908
C 1.90075 -1.28565 4.76170
H -0.50462 4.36902 -4.12508
C 0.61594 3.42168 0.65255
H -2.82893 -4.62396 -2.26837
C 5.70446 0.90995 -2.29916
C -1.39403 -2.34640 -0.19064
C 4.15189 -0.12330 2.13138
C -3.16663 2.22306 -4.66246
C 5.32954 2.18903 -2.69488
C -2.38710 2.53295 2.58010
C 1.92473 0.72263 1.85339
H -1.36174 5.67010 4.57892
C -0.17916 -0.19873 5.28589
C 1.31939 -1.85403 3.63048
H 6.08207 2.95460 -2.84645
C -4.14326 -4.66814 3.77215
C 2.20077 -3.84832 -5.35304
C -2.79879 -4.89678 4.03862
H -2.92524 -2.59602 -3.70928
C 0.79934 1.54004 2.42999
H 3.28386 -2.40781 -0.97168
H 3.68070 3.47115 -3.19276
H -4.28521 2.70931 3.56673
H -3.94103 1.77622 -4.03490
H -3.62945 4.71511 4.86450
C 3.12620 0.68874 2.55527
N 1.73766 -0.00371 0.73897
C -4.50183 -3.69792 2.84594
C 2.72386 -0.83208 0.34567
H 2.64136 3.05874 1.29191
H 2.14516 -4.59797 -6.13475
H -0.77722 -4.31969 3.61690
C 3.98657 2.47488 -2.89469
C 1.25336 -2.76939 -3.41996
H 1.20515 2.20515 3.19319
H -0.26032 5.85000 -1.55971
C -2.21963 3.07882 -3.81139
C 2.34820 -1.90461 -3.33459
C -1.11025 3.05886 2.42050
H 1.96810 1.70853 -2.85595
H -1.86183 -4.45858 -0.00910
C -1.89113 -3.58133 -0.64669
H -3.64848 2.83463 -5.43450
C -2.43297 -3.67779 -1.91530

Which formula does entry 1 have? C6H8IN2

Which of these has the lowest strongest force on any atom? C57H50NO2PRh